Entry 1:
Computed, not measured: a structure of composition C25H19ClN3O3OsS3 in a non-equilibrium geometry, with the ωB97M-V functional and the def2-TZVPD basis.

```
55
C25H19ClN3O3OsS3, DFT the ωB97M-V functional and the def2-TZVPD basis
H -2.056 4.394 1.559
C -1.584 3.474 1.247
H 1.840 -5.594 -1.770
N 2.010 0.841 -0.447
H 4.453 3.687 -1.244
S -0.954 1.758 -2.786
C -1.651 1.108 0.966
C -0.849 -5.416 2.193
S 0.274 -1.029 -2.553
C 3.767 2.885 -1.013
C -2.190 -0.266 1.037
C -2.974 -2.894 1.101
C 4.127 1.566 -1.235
H -4.800 -2.180 1.971
C 2.816 -3.552 1.439
O 2.449 -4.697 0.707
C -1.739 -2.516 0.603
H 2.736 -3.705 2.518
H -1.452 -5.177 3.058
C 1.201 -5.207 0.951
C 0.733 -6.114 -0.015
H 3.863 -3.344 1.212
C 0.420 -4.866 2.049
H -4.088 0.190 1.919
N -0.405 1.171 0.460
O 1.680 -1.463 1.871
Cl -2.940 -6.908 1.363
C -0.291 3.506 0.744
N -1.361 -1.237 0.570
H 1.093 -7.199 -1.820
O 1.545 -2.287 -0.160
C -1.330 -6.269 1.222
C 1.967 -2.345 1.056
H 0.242 4.441 0.669
S 1.418 1.329 -4.015
C 1.597 -6.478 -1.180
C -0.544 -6.626 0.132
C 0.291 2.316 0.337
Os 0.432 -0.510 -0.201
C -3.829 -1.915 1.578
H 5.093 1.306 -1.641
C -3.433 -0.585 1.550
C 0.227 0.614 -3.089
H 0.772 -4.192 2.814
H -0.936 -7.310 -0.608
C -2.277 2.275 1.365
H -3.245 -3.940 1.107
H 2.541 -6.908 -0.848
H 3.417 -0.481 -1.131
C 3.214 0.566 -0.949
C 2.510 3.174 -0.502
H -3.279 2.261 1.766
C 1.645 2.132 -0.221
H 2.209 4.197 -0.335
H -1.025 -3.233 0.218
```

As for the expectation value of S²: 6.03. As for the HOMO energy (alpha / beta): -0.3672 / -0.3961 Eh. Its net charge is +1. The LUMO energy (alpha / beta) is -4.00 / -4.95 eV. The energy relative to the best compared isomer or geometry (same formula, charge and spin) is 68.7 kJ/mol. As for the spin multiplicity: 5. The value obtained for the HOMO-LUMO gap (alpha / beta) is 5.99 / 5.82 eV.

***

Entry 2:
Computed, not measured: the molecule C25H19N3O4S in a non-equilibrium geometry, with the ωB97M-V functional and the def2-TZVPD basis.

```
52
C25H19N3O4S, DFT the ωB97M-V functional and the def2-TZVPD basis
H -1.788 -1.658 -0.278
C 1.692 -1.406 -1.815
H -2.433 0.616 1.529
H -0.134 5.693 -0.090
H -1.771 -2.066 1.443
C -1.155 -1.968 0.549
O -4.387 -1.129 -0.472
C -5.297 -2.056 -0.134
N -2.488 0.934 0.574
C 0.877 2.629 0.428
C 2.457 -3.072 -0.177
C 3.268 1.399 1.531
H 4.211 -3.629 0.947
C -0.174 3.515 0.355
H 0.746 -1.925 -1.800
C -4.697 0.003 0.199
C 1.845 -0.235 -2.530
N 1.075 -1.507 1.255
C -5.802 -0.204 0.972
H -0.718 -2.942 0.338
C -0.166 0.373 0.501
H -1.210 3.305 0.519
S 3.595 -1.570 1.921
O 2.034 3.283 0.184
C -1.389 0.863 -0.214
H 4.832 -1.687 -0.566
C 2.748 -1.919 -1.060
O -1.385 1.150 -1.391
H 2.673 -3.802 1.823
C 2.122 -0.737 1.466
C -6.196 -1.546 0.749
C 2.108 0.649 1.255
H 5.099 0.376 -1.855
C -0.051 -0.990 0.788
N 4.235 1.958 1.793
C 1.734 4.561 -0.052
H 3.185 1.345 -3.071
O 1.641 -3.921 -0.449
H -6.280 0.510 1.611
C -3.810 1.191 0.030
C 3.067 0.419 -2.528
C 4.141 -0.120 -1.837
C 0.930 1.216 0.734
H 1.005 0.176 -3.070
C 3.236 -3.174 1.131
H -3.656 1.412 -1.031
H -4.263 2.054 0.525
C 3.987 -1.280 -1.101
H -7.030 -2.053 1.189
H -5.199 -3.025 -0.581
C 0.389 4.768 0.044
H 2.548 5.221 -0.277
```

As for the HOMO energy: -0.3207 Eh. Its net charge is 0. The LUMO energy is -0.36 eV. The energy relative to the best compared isomer or geometry (same formula, charge and spin) is 6.0 kJ/mol. The structure (SMILES) is Cc1nc(SCC(=O)c2ccccc2)c(C#N)c(-c2ccco2)c1C(=O)NCc1ccco1. The value obtained for the HOMO-LUMO gap is 8.37 eV.

***

Entry 3:
Computed, not measured: a structure of composition C25H19N4O11Ti, with the ωB97M-V functional and the def2-TZVPD basis.

```
60
C25H19N4O11Ti, DFT the ωB97M-V functional and the def2-TZVPD basis
H -4.258 1.788 -3.110
C 0.654 -4.935 -0.436
H 3.508 1.195 3.428
C 1.197 2.446 2.752
C -4.142 1.855 -2.038
O 1.280 0.848 1.067
C 2.206 -3.152 -0.064
N -0.821 0.384 -1.419
C 1.561 0.970 2.494
O -2.398 -2.037 0.161
C 2.185 1.900 0.633
Ti -0.861 1.067 0.679
C 0.217 -0.607 -3.316
H 1.343 -1.356 0.716
C 3.068 0.757 2.533
O 0.319 4.914 0.481
C 1.601 3.108 1.380
C 0.213 -0.237 -1.982
C -3.007 1.358 -1.419
H -5.702 3.016 0.729
H -2.839 0.594 -4.080
C -0.164 -2.842 0.342
O -0.912 -0.786 1.273
O 4.442 -3.337 -0.526
H 3.309 -0.302 2.476
C -3.791 2.051 0.649
H 3.990 0.710 0.570
H -1.443 -4.514 -0.129
O -0.309 2.832 -0.042
H 2.334 3.897 1.532
O -1.139 1.913 2.473
N 0.397 -6.317 -0.856
C -0.432 -4.141 -0.074
H 0.956 0.242 3.027
C -0.895 -0.298 -4.079
O -0.755 -6.713 -0.847
C -5.127 2.452 -1.271
O 3.623 -1.368 0.158
H 2.767 -5.115 -0.768
O 1.343 -7.011 -1.183
N -2.853 1.470 -0.093
H 4.187 2.289 1.376
C 0.449 3.713 0.570
C -4.958 2.550 0.100
C -1.904 0.686 -2.147
H 2.148 1.976 -0.450
C -1.277 -1.869 0.603
H 1.060 -0.449 -1.340
C 1.134 -2.358 0.380
O -0.552 3.304 4.121
C 1.956 -4.480 -0.452
H -6.018 2.845 -1.743
H 1.069 -1.123 -3.732
C -1.963 0.360 -3.492
H -3.573 2.127 1.708
H 1.792 2.863 3.561
N 3.472 -2.608 -0.151
C 3.517 1.443 1.220
C -0.272 2.603 3.171
H -0.933 -0.569 -5.126
```

As for the expectation value of S²: 2.03. As for the HOMO energy (alpha / beta): -0.1084 / -0.2202 Eh. Its net charge is -1. The LUMO energy (alpha / beta) is 0.95 / 0.96 eV. The energy relative to the best compared isomer or geometry (same formula, charge and spin) is 0.0 kJ/mol. As for the spin multiplicity: 3. The value obtained for the HOMO-LUMO gap (alpha / beta) is 3.90 / 6.95 eV.

***

Entry 4:
Computed, not measured: a structure of composition C25H20Br2HgN7S2, with the ωB97M-V functional and the def2-TZVPD basis.

```
57
C25H20Br2HgN7S2, DFT the ωB97M-V functional and the def2-TZVPD basis
C 2.400 -1.215 -3.950
C -2.445 -2.855 3.363
Hg 0.035 0.118 -0.075
H 4.018 3.992 4.414
C -2.128 0.630 2.117
H 4.555 1.619 4.852
C -0.617 5.437 -1.552
H -2.823 1.163 2.760
C -1.707 -2.259 -1.673
H -3.324 -0.989 3.900
C 3.565 3.220 3.806
N -1.462 1.273 1.183
C 2.465 -0.834 2.223
C -2.153 -3.177 -2.610
N -0.520 -1.669 -1.759
C -1.533 -3.505 2.488
C -0.072 -2.864 -3.766
H 0.441 5.226 -1.685
C 3.587 -0.504 -3.895
H -1.185 4.976 -2.357
N 1.918 -0.546 -1.717
C -2.635 -1.513 3.248
C -1.936 -0.760 2.264
C 0.282 -1.947 -2.784
H -1.347 -4.568 2.540
H 2.124 -1.727 -4.858
H -2.984 -3.422 4.111
H -0.774 6.515 -1.579
C 2.672 3.589 2.786
C -0.887 -2.728 1.562
N -1.059 -1.407 1.419
H -0.183 -3.182 0.868
H 3.241 0.695 -0.769
H -2.307 -1.987 -0.814
Br 4.721 -0.477 -5.397
S -1.213 4.924 0.066
N 1.897 0.158 1.601
N -1.645 2.606 1.036
H 4.847 0.763 -2.689
C 2.061 2.649 1.984
C 3.873 1.899 4.059
C -1.024 3.156 0.044
Br -1.832 -4.729 -4.968
H 3.806 -1.033 3.839
C 3.932 0.192 -2.751
C 3.049 0.147 -1.684
H 2.452 4.637 2.633
H -3.124 -3.639 -2.510
C 1.590 -1.214 -2.820
H 0.584 -3.113 -4.586
H 1.370 2.926 1.200
N 3.299 -0.430 3.217
C 2.368 1.310 2.227
C 3.252 0.953 3.248
H 2.292 -1.878 2.014
S -0.002 2.429 -1.183
C -1.310 -3.478 -3.663
```

As for the expectation value of S²: 0.78. As for the HOMO energy (alpha / beta): -0.1782 / -0.2550 Eh. Its net charge is 0. The LUMO energy (alpha / beta) is -0.68 / -0.68 eV. The energy relative to the best compared isomer or geometry (same formula, charge and spin) is 0.0 kJ/mol. As for the spin multiplicity: 2. The value obtained for the HOMO-LUMO gap (alpha / beta) is 4.17 / 6.26 eV.